This record from OMol25 describes a molecular structure, C29H35MnN7P2. The level of theory is ωB97M-V with the def2-TZVPD basis set.

Calculated values
HOMO (spin up / spin down): -7.2 / -8.2 eV
expectation value of S²: 8.767
frontier orbital gap (spin up / spin down): 6.806 / 7.602 eV
LUMO level (spin up / spin down): -0.39 / -0.64 eV

ORCA input file:
```
! RIJCOSX wB97M-V def2-TZVPD def2/J DEFGRID3
* xyz 0 6
Mn -0.0005 0.7982 -0.7309
C -2.0419 1.7307 -7.3266
C -2.1456 0.4337 -7.0297
C -1.3298 -0.6196 -7.7041
C 0.1647 -0.2976 -7.9296
C 0.8924 0.4688 -6.8509
C 0.9481 1.8027 -6.8771
C 0.3190 2.5867 -7.9893
C -1.1429 2.2406 -8.3988
C 1.4644 1.4424 0.5346
H -2.6662 2.5059 -6.8902
H -2.9249 0.0584 -6.3571
H -1.7643 -0.8620 -8.6923
H -1.4230 -1.5367 -7.1140
H 0.7016 -1.2512 -8.0900
H 0.2643 0.2244 -8.8990
H 1.4297 -0.1547 -6.1292
H 1.5230 2.3855 -6.1598
H 0.9021 2.5175 -8.9253
H 0.3484 3.6438 -7.7129
H -1.6161 3.1606 -8.7947
H -1.1297 1.5490 -9.2592
H 0.8684 2.0191 1.2756
H 2.3696 2.0236 0.2307
H 1.8047 0.4453 0.9180
P 1.6763 -0.4279 -2.1455
P -1.4186 -0.9200 -1.8473
N 2.7540 0.7778 -2.7976
N 2.8256 -1.6345 -1.6005
N -2.0776 0.5073 -2.7021
N -2.8876 -1.7964 -1.4369
C 0.8061 -1.1657 -3.5697
C -0.5450 -1.8216 -3.1870
C 2.5966 2.1290 -2.4559
C 3.5975 2.8454 -3.0718
C 4.4288 1.9222 -3.7870
C 3.8904 0.6552 -3.6073
C 3.7349 -1.4095 -0.5484
C 4.4219 -2.5885 -0.3086
C 3.9767 -3.5554 -1.2628
C 3.0229 -2.9427 -2.0576
C -2.0862 1.8119 -2.1747
C -2.6283 2.6476 -3.1440
C -2.9395 1.8605 -4.2833
C -2.5689 0.5526 -3.9928
C -4.0018 -2.1283 -2.2254
C -4.8943 -2.8763 -1.4607
C -4.3251 -3.0015 -0.1455
C -3.1160 -2.3214 -0.1520
H 1.4852 -1.8945 -4.0398
H 0.6547 -0.3430 -4.2906
H -1.1820 -1.9611 -4.0757
H -0.3618 -2.8279 -2.7696
H 1.8125 2.4483 -1.7746
H 3.6945 3.9200 -3.0460
H 5.2968 2.1882 -4.3685
H 4.1910 -0.3238 -3.9613
H 3.8156 -0.4313 -0.0831
H 5.1151 -2.7529 0.5015
H 4.2746 -4.5883 -1.2880
H 2.4500 -3.3006 -2.8991
H -1.8067 2.0051 -1.1372
H -2.7689 3.7130 -3.0720
H -3.3355 2.2421 -5.2081
H -2.5765 -0.3351 -4.5996
H -4.0713 -1.8012 -3.2488
H -5.8363 -3.3141 -1.7644
H -4.7501 -3.5502 0.6843
H -2.3915 -2.1393 0.6292
N -0.7586 0.0213 1.0399
C -0.9818 -0.2777 2.1725
N -1.3173 -0.8081 3.2714
C -1.0891 -0.4666 4.5143
N -0.9255 -0.3026 5.6725
*
```

This record from OMol25 describes a molecular structure, C44H124BeNO19. The level of theory is ωB97M-V with the def2-TZVPD basis set.

Calculated values
HOMO: -9.5 eV
frontier orbital gap: 2.266 eV
LUMO level: -7.25 eV

ORCA input file:
```
! RIJCOSX wB97M-V def2-TZVPD def2/J DEFGRID3
* xyz 1 1
Be -4.8666 6.3251 -2.3375
C 0.6806 1.4611 0.1738
C -0.3151 0.4757 -0.5134
C 0.1550 -1.0029 -0.3464
C -0.0703 -1.5301 1.0384
C -1.5022 -1.4225 1.5292
C -2.1710 -0.0993 1.3160
N -1.7179 0.5794 0.0314
O -2.5240 1.6964 -0.3817
C -1.8771 0.7817 2.4973
C -3.6936 -0.3561 1.3281
C -0.2285 0.7669 -1.9583
H 1.6727 1.2789 -0.2393
H 0.8574 1.3235 1.2405
H 0.5574 2.5340 0.0262
H 1.2152 -1.1898 -0.5174
H -0.3328 -1.6687 -1.0583
H 0.5316 -0.9390 1.7286
H 0.2484 -2.5697 1.1145
H -1.3579 -1.6939 2.5749
H -2.1901 -2.2215 1.2527
H -0.7989 0.8334 2.6486
H -2.3274 0.4015 3.4142
H -2.2890 1.7611 2.2539
H -4.0484 -0.6826 0.3505
H -4.3308 0.5213 1.4386
H -3.9914 -1.1169 2.0497
H 0.0794 1.7995 -2.1229
H -1.2161 0.6802 -2.4112
H 0.3428 0.1313 -2.6349
C -9.7299 -1.3177 -3.1480
C -10.2077 -0.7192 -4.5091
O -10.5213 0.5759 -4.1857
H -8.8710 -0.7982 -2.7229
H -9.5177 -2.3843 -3.2216
H -10.4517 -1.1360 -2.3517
H -11.0516 -1.3184 -4.8511
H -9.4219 -0.7113 -5.2644
H -10.9199 0.9302 -4.9840
C 0.8923 -1.6352 8.2026
C 1.0733 -2.2268 9.6205
O 1.2006 -3.5704 9.5774
H 0.4344 -0.6480 8.2648
H 0.1431 -2.3011 7.7742
H 1.8274 -1.5266 7.6533
H 0.2072 -1.8881 10.1891
H 1.9264 -1.7664 10.1188
H 1.8819 -3.8576 8.9651
C -11.2315 2.9927 4.0313
C -10.5372 4.1447 3.2495
O -9.1712 3.8066 2.9617
H -12.2785 3.1466 4.2921
H -10.6938 2.7422 4.9457
H -11.1905 2.1314 3.3646
H -10.5443 5.0398 3.8714
H -11.0184 4.3982 2.3048
H -8.7850 3.6584 3.8280
C 1.3645 -5.0144 -7.8024
C 1.5002 -6.3260 -8.5233
O 0.1179 -6.7446 -8.7141
H 1.0273 -5.2097 -6.7845
H 0.6290 -4.3090 -8.1892
H 2.3537 -4.5579 -7.7702
H 1.9299 -7.1719 -7.9868
H 2.0716 -6.2390 -9.4475
H -0.2576 -6.8269 -7.8344
C -4.4817 -6.2271 -5.6387
C -3.5592 -6.3483 -4.4960
O -2.6340 -7.3746 -4.7863
H -5.1641 -5.4223 -5.3652
H -4.9968 -7.1499 -5.9056
H -3.9744 -5.8641 -6.5326
H -3.9574 -6.5802 -3.5082
H -2.9023 -5.4835 -4.4033
H -3.1245 -8.0023 -5.3220
C 7.6208 -3.3496 -2.5295
C 6.9954 -2.0277 -2.9640
O 7.9004 -1.4602 -3.7780
H 7.8895 -3.9289 -3.4129
H 6.9602 -3.8828 -1.8458
H 8.4656 -3.1834 -1.8611
H 6.6033 -1.4468 -2.1292
H 6.2266 -2.3133 -3.6820
H 7.5220 -0.7617 -4.3170
C -0.2766 -8.4311 3.8308
C 0.3050 -9.6012 4.5169
O 1.6228 -9.5083 4.8858
H -0.0021 -8.0779 2.8368
H -0.2125 -7.5772 4.5053
H -1.3267 -8.7220 3.8052
H 0.1433 -10.5594 4.0230
H -0.2722 -9.6410 5.4406
H 1.9855 -10.3616 4.6370
O -8.4073 3.5810 -1.6562
H -8.5785 3.5070 -0.7173
H -9.1964 3.2337 -2.0721
O -5.1594 3.8235 -5.9399
H -5.3336 3.9429 -6.8735
H -5.3555 2.9011 -5.7753
O -5.2275 -0.1707 -4.3450
H -4.5772 -0.1011 -3.6461
H -5.9859 -0.5788 -3.9273
O -1.6371 7.5196 -4.5117
H -1.6914 8.3787 -4.9302
H -0.7010 7.3823 -4.3661
C 7.3867 4.1495 5.0881
C 8.1811 5.4182 5.3826
C 9.2586 5.2266 6.4966
O 8.7307 5.9715 4.1784
H 7.9980 3.2493 5.1518
H 6.9623 4.1063 4.0850
H 6.6386 4.0956 5.8789
H 7.3792 6.0937 5.6808
H 10.1218 4.6984 6.0917
H 8.8810 4.5842 7.2921
H 9.7236 6.0561 7.0293
H 9.4997 5.4571 3.9223
C -0.8204 7.6203 3.6563
C -0.8797 8.5383 2.3993
C 0.3901 9.2516 1.8499
O -1.5189 7.8229 1.3700
H -0.1886 6.7470 3.4941
H -1.8182 7.2283 3.8531
H -0.4625 8.1249 4.5538
H -1.5763 9.3587 2.5719
H 0.8528 9.8544 2.6313
H 0.1514 9.8885 0.9981
H 1.1798 8.5657 1.5433
H -1.1889 6.9251 1.4513
C 1.2721 4.1754 -9.2736
C -0.0121 4.9641 -9.6447
C 0.3740 6.2930 -10.3630
O -0.7702 4.1619 -10.4538
H 1.9485 4.9056 -8.8293
H 1.8262 3.7199 -10.0943
H 1.0573 3.3699 -8.5713
H -0.5728 5.1313 -8.7250
H 0.4538 7.0776 -9.6105
H -0.3959 6.6615 -11.0409
H 1.3183 6.1827 -10.8961
H -1.0899 3.4447 -9.9016
C 3.1137 -9.0884 -1.6084
C 2.5563 -10.2084 -2.5196
C 3.3450 -11.4762 -2.3061
O 1.2084 -10.4559 -2.1732
H 2.5114 -8.1801 -1.6286
H 4.1836 -8.9717 -1.7810
H 2.9117 -9.3805 -0.5779
H 2.5646 -9.8781 -3.5583
H 4.3250 -11.3126 -2.7544
H 2.9586 -12.3000 -2.9062
H 3.2827 -11.7007 -1.2414
H 0.6827 -9.7286 -2.5141
C 7.2552 -5.6529 6.1670
C 6.0103 -4.7864 5.9014
C 5.7659 -4.4392 4.4376
O 4.9254 -5.6052 6.1906
H 7.0006 -6.6661 5.8561
H 7.4957 -5.6591 7.2301
H 8.1084 -5.3672 5.5516
H 6.1055 -3.8990 6.5273
H 5.7338 -5.3337 3.8155
H 6.5704 -3.7444 4.1966
H 4.8514 -3.8473 4.4014
H 4.9232 -6.3961 5.6465
C 6.9848 4.8760 -4.3343
C 8.0544 6.0315 -4.4062
C 9.2861 5.7118 -5.2743
O 7.2792 7.1473 -4.9037
H 7.3872 3.8630 -4.3227
H 6.3428 4.8616 -5.2151
H 6.3451 4.9421 -3.4543
H 8.3630 6.2438 -3.3826
H 9.7634 6.5784 -5.7317
H 9.0916 4.9701 -6.0490
H 10.0546 5.2679 -4.6414
H 7.6152 7.9606 -4.5200
C -6.1707 5.6925 9.2802
C -5.9091 4.6494 8.1525
C -6.5509 3.2595 8.2744
O -6.4857 5.1815 6.9266
H -6.2289 5.2857 10.2898
H -7.1257 6.1278 8.9858
H -5.5697 6.5883 9.1239
H -4.8428 4.4771 8.0066
H -6.1486 2.7244 9.1346
H -6.6295 2.7602 7.3087
H -7.5738 3.3124 8.6472
H -6.1898 6.0918 6.8527
*
```

This record from OMol25 describes 2 unconnected molecules or ions with the total composition C5H8INO3. The level of theory is ωB97M-V with the def2-TZVPD basis set.

Calculated values
HOMO: -9.3 eV
frontier orbital gap: 8.774 eV
LUMO level: -0.48 eV

ORCA input file:
```
! RIJCOSX wB97M-V def2-TZVPD def2/J DEFGRID3
* xyz 0 1
C -1.4580 0.1605 -0.4006
C 2.4346 -0.0938 -0.4096
C -2.4089 0.9805 0.4772
C -0.2348 0.7507 -0.8463
C 1.1763 -0.2928 0.4133
N 0.6487 -1.4933 0.5416
O 2.5429 -1.1308 -1.2385
O -1.6681 -1.0076 -0.4771
O 3.1323 0.8919 -0.3609
I 1.3666 0.8496 2.2859
H -1.8366 1.5889 1.1577
H -3.0351 1.7707 -0.1136
H -3.0238 0.2970 1.0180
H -0.2155 1.8425 -0.7371
H 0.2721 0.2728 -1.6909
H 0.4706 -1.7225 1.4453
H 2.0166 -1.9729 -0.9517
H -0.1798 -1.6914 -0.1127
*
```

This record from OMol25 describes C3H4F2OS in the gas phase. The level of theory is ωB97M-V with the def2-TZVPD basis set.

Calculated values
HOMO: -9.3 eV
SMILES: O[C@@](F)(C=S)CF
frontier orbital gap: 8.407 eV
LUMO level: -0.92 eV

ORCA input file:
```
! RIJCOSX wB97M-V def2-TZVPD def2/J DEFGRID3
* xyz 0 1
O -0.6344 1.3759 0.6730
C -0.0100 0.4120 -0.1779
F -0.1104 0.8442 -1.4220
C 1.4599 0.2126 0.2029
S 2.8166 0.2218 -0.7037
C -0.6369 -0.9588 -0.0430
F -1.9653 -0.7870 -0.2564
H -1.5680 1.5282 0.2364
H 1.4181 0.0156 1.3876
H -0.2948 -1.6277 -0.8024
H -0.4749 -1.2367 0.9056
*
```

This record from OMol25 describes 2 unconnected molecules or ions with the total composition C3H6FNOS. The level of theory is ωB97M-V with the def2-TZVPD basis set.

Calculated values
HOMO: -9.7 eV
SMILES: O=C(F)S.C=NC
frontier orbital gap: 10.260 eV
LUMO level: 0.52 eV

ORCA input file:
```
! RIJCOSX wB97M-V def2-TZVPD def2/J DEFGRID3
* xyz 0 1
O -4.6822 1.7496 -0.5135
C -4.4888 0.7891 0.1164
F -4.9423 0.5164 1.3242
S -3.4798 -0.6397 -0.4367
H -3.4184 -1.1012 0.9162
C 0.9933 -0.6521 0.5590
N 0.9304 -0.4621 -0.6363
C 1.4467 0.7592 -1.1885
H 1.5194 -0.0995 1.3603
H 0.4750 -1.6025 0.7954
H 1.7968 1.5666 -0.5608
H 2.4028 0.5440 -1.6953
H 0.7105 1.1063 -1.7673
*
```

This record from OMol25 describes a molecular structure, C50H37N8O3PSc. The level of theory is ωB97M-V with the def2-TZVPD basis set.

Calculated values
HOMO (spin up / spin down): -3.7 / -3.9 eV
frontier orbital gap (spin up / spin down): 4.781 / 4.939 eV
LUMO level (spin up / spin down): 1.05 / 1.08 eV

ORCA input file:
```
! RIJCOSX wB97M-V def2-TZVPD def2/J DEFGRID3
* xyz -1 1
Sc -20.2134 1.4428 3.9301
C -17.4086 -3.2040 7.7264
C -18.4730 -4.0379 7.3338
C -19.3754 -3.5862 6.4007
C -19.1247 -2.4042 5.7818
C -19.7976 -1.5749 4.8702
N -19.2068 -0.3823 4.6772
C -17.9991 -0.4539 5.2967
N -17.0305 0.3628 5.2487
C -17.0610 1.4000 4.3741
C -15.8208 2.1840 4.1389
C -14.5125 1.9114 4.4713
C -13.5624 2.7344 3.8368
C -13.9758 3.6543 2.8666
C -15.2533 3.8754 2.5117
C -16.1983 3.1277 3.2069
C -17.4994 2.8040 2.7681
N -18.0221 3.5345 1.7828
C -19.2639 3.3334 1.2858
N -20.0173 2.0519 1.6977
C -21.1017 2.0882 0.9482
N -22.0861 1.1065 1.0237
C -22.1185 0.0852 1.7683
N -21.3461 -0.1661 2.8647
C -21.5761 -1.3659 3.4171
N -20.9611 -2.0845 4.3195
C -22.7113 -1.9991 2.6280
C -23.5352 -3.0716 2.8831
C -24.6588 -3.2419 2.0855
C -24.9619 -2.3139 1.0973
C -24.1097 -1.2043 0.8372
C -23.0612 -1.0649 1.6668
C -21.1483 3.1940 0.0855
C -22.1396 3.5859 -0.8045
C -21.9580 4.7919 -1.5047
C -20.9177 5.6519 -1.1427
C -19.9235 5.2999 -0.2410
C -20.0226 4.0450 0.3787
N -17.9966 1.7880 3.5060
C -17.9055 -1.7196 6.0529
C -17.0357 -2.0423 7.0469
H -16.8341 -3.5667 8.5593
H -18.7470 -4.8866 7.9347
H -20.2618 -4.1469 6.1100
H -14.2538 1.0860 5.1221
H -12.5276 2.7282 4.0440
H -13.2550 4.3680 2.4370
H -15.4775 4.5370 1.7365
H -23.3332 -3.7266 3.6896
H -25.3976 -3.9715 2.2699
H -25.9608 -2.4428 0.7742
H -24.3555 -0.4116 0.1567
H -22.9712 2.8677 -1.1436
H -22.7472 5.0595 -2.2107
H -20.9254 6.6332 -1.6938
H -19.0719 5.9903 -0.0708
H -16.2307 -1.4063 7.4075
O -21.0221 -0.1189 7.3320
C -21.8140 0.5005 6.6390
O -21.5114 1.0850 5.5019
C -23.2728 0.5345 6.9758
P -24.1278 -0.1152 5.4611
C -25.5886 -1.0025 6.1993
C -25.2843 -2.3263 6.5502
C -26.1849 -3.1192 7.2075
C -27.4892 -2.5947 7.4967
C -27.8134 -1.3046 7.0512
C -26.8464 -0.5156 6.4040
C -24.9140 1.4099 4.7956
C -24.8253 1.6342 3.4786
C -25.5127 2.7188 2.8559
C -26.1547 3.6683 3.6987
C -26.0947 3.5194 5.0920
C -25.4960 2.3664 5.6271
H -23.6632 1.4902 7.1511
H -23.4246 -0.2274 7.7653
H -24.3275 -2.7561 6.2210
H -25.8877 -4.1521 7.5737
H -28.1842 -3.2610 7.9434
H -28.8530 -0.8712 7.1758
H -26.9887 0.5390 6.2100
H -24.3035 0.9395 2.9160
H -25.4544 2.9119 1.7655
H -26.6847 4.5252 3.2897
H -26.6516 4.1690 5.7249
H -25.4481 2.1522 6.6821
C -19.9800 5.6176 4.3021
C -21.0988 4.5806 4.2699
C -22.1439 4.9116 3.1787
C -21.7798 4.5776 5.6628
O -20.5603 3.3145 4.0155
H -20.4595 6.5707 4.4643
H -19.5573 5.5582 3.3034
H -19.2306 5.2970 4.9586
H -22.6591 5.8604 3.3824
H -22.8183 4.0868 3.0776
H -21.5910 5.0494 2.2149
H -22.1924 5.5274 5.9514
H -20.9899 4.3098 6.3581
H -22.6237 3.8891 5.7431
*
```

This record from OMol25 describes C3H7N3OS in the gas phase. The level of theory is ωB97M-V with the def2-TZVPD basis set.

Calculated values
HOMO: -8.5 eV
SMILES: [H]/N=C/N(C)C(=O)NS
frontier orbital gap: 9.107 eV
LUMO level: 0.57 eV

ORCA input file:
```
! RIJCOSX wB97M-V def2-TZVPD def2/J DEFGRID3
* xyz 0 1
H -1.1530 2.9150 0.0603
N -0.5635 2.1113 -0.2925
C -1.2240 1.0097 0.1680
N -0.5580 -0.1525 0.1470
C -1.3351 -1.4223 0.1408
C 0.8880 -0.4611 -0.2705
O 1.3480 -1.6187 -0.3407
N 1.7037 0.7042 -0.2463
S 3.4809 0.3523 0.1778
H -2.3687 1.1509 0.5768
H -0.8939 -2.2875 -0.5263
H -2.3528 -1.1782 -0.4602
H -1.3089 -1.7787 1.1753
H 1.3310 1.7114 -0.4540
H 3.0062 -1.0557 0.1444
*
```

no.,largest force on an atom (Eh/bohr)
1,0.0555
2,0.1760
3,0.0892
4,0.0755
5,0.0868
6,0.1168
7,0.0991